# C26H76N2O11

A 11-piece molecular cluster, C26H76N2O11 overall at a distorted geometry (the ωB97M-V functional and the def2-TZVPD basis, OMol25).

Last column: Löwdin charge in e.
Element x y z (Å)
1 C 1.0037 0.6702 -5.8122  -0.0862
2 C 1.4972 -0.5801 -5.1441  -0.2910
3 O 2.7288 -0.4118 -4.3904  -0.1138
4 H 0.4897 1.2444 -5.0136  0.0732
5 H 0.3003 0.4313 -6.5933  0.0679
6 H 1.8494 1.3213 -6.1818  0.0937
7 H 1.5740 -1.3636 -5.8880  0.1087
8 H 0.7401 -0.8825 -4.4220  0.0892
9 H 3.4725 -0.2913 -5.0115  0.1098
10 C -1.8984 -2.5947 -4.6508  -0.0637
11 C -1.6085 -2.6658 -3.1291  -0.3163
12 O -0.3298 -2.2501 -2.7300  -0.0893
13 H -1.2886 -3.3450 -5.1631  0.0708
14 H -1.6581 -1.5980 -5.0300  0.0627
15 H -2.8938 -2.9248 -4.8077  0.0568
16 H -1.6929 -3.7402 -2.8618  0.1146
17 H -2.3633 -2.1375 -2.5639  0.0766
18 H -0.4277 -1.6063 -2.0381  0.0347
19 C 0.1514 3.7953 -1.6335  -0.0580
20 C -0.9899 4.7894 -1.7041  -0.3002
21 O -2.0270 4.3655 -0.8557  -0.0830
22 H -0.1506 2.7878 -1.7329  0.0487
23 H 0.7394 3.8266 -0.7632  0.0563
24 H 0.8384 3.9207 -2.4887  0.0845
25 H -1.3834 4.8307 -2.7316  0.1122
26 H -0.7997 5.8277 -1.4380  0.1144
27 H -2.7523 4.9433 -1.0740  0.0903
28 C -2.6288 -3.3943 0.7204  -0.0970
29 C -3.9153 -3.9888 1.2526  -0.3156
30 O -3.7730 -4.7546 2.4759  -0.1210
31 H -2.2987 -2.4888 1.2762  0.0544
32 H -2.6171 -3.0916 -0.3280  0.0540
33 H -1.8485 -4.1695 0.7993  0.0913
34 H -4.2508 -4.6967 0.4914  0.1065
35 H -4.6955 -3.2681 1.3835  0.0910
36 H -3.5796 -4.0425 3.1594  0.0418
37 C 1.0120 1.1207 4.2984  -0.0915
38 C 2.4355 1.1910 3.7279  -0.2910
39 O 2.7530 2.4567 3.1025  -0.0874
40 H 0.3355 1.3244 3.4641  0.0488
41 H 0.7558 1.7902 5.1436  0.0755
42 H 0.8340 0.0902 4.6875  0.0739
43 H 2.4889 0.3578 3.0107  0.0868
44 H 3.1756 0.9228 4.5110  0.1147
45 H 2.9227 2.3020 2.1534  0.0641
46 C -2.9876 1.2365 2.6415  -0.0796
47 C -2.7923 2.1952 1.4967  -0.2901
48 O -2.3798 1.5703 0.2827  -0.1060
49 H -2.1780 0.5275 2.8833  0.0552
50 H -3.7965 0.5141 2.4762  0.0750
51 H -3.1842 1.8648 3.4793  0.0702
52 H -2.1395 3.0338 1.7734  0.1204
53 H -3.7578 2.6295 1.3265  0.1039
54 H -2.1756 2.2733 -0.3385  0.0420
55 C 1.2124 -1.5733 0.9348  -0.0710
56 C 0.4411 -0.3470 0.6012  -0.2786
57 O -0.7163 -0.7629 -0.1853  -0.1004
58 H 1.6078 -2.0369 0.0193  0.0776
59 H 0.4837 -2.3554 1.2268  0.0766
60 H 1.8923 -1.3844 1.7887  0.0766
61 H 1.1016 0.3664 0.0928  0.1053
62 H 0.0722 0.0842 1.5348  0.0867
63 H -1.4178 -0.1228 -0.1316  0.0304
64 C 3.3861 -3.9672 -3.9367  -0.0974
65 C 2.9326 -3.2681 -2.7000  -0.3264
66 O 3.6329 -2.0947 -2.2897  -0.0968
67 H 2.9744 -4.9502 -4.1504  0.0721
68 H 4.4838 -3.9204 -4.0507  0.0848
69 H 3.0195 -3.4834 -4.8488  0.0542
70 H 3.1618 -3.9374 -1.8634  0.1147
71 H 1.8970 -3.0247 -2.8224  0.0800
72 H 3.2368 -1.3442 -2.7502  0.0327
73 C -2.6884 1.2438 -2.8873  -0.0830
74 C -4.0200 0.8991 -2.2524  -0.2801
75 O -4.2709 -0.5102 -2.4904  -0.0729
76 H -2.6680 1.1012 -3.9838  0.0846
77 H -1.8354 0.7572 -2.4010  0.0640
78 H -2.4671 2.3385 -2.8872  0.0698
79 H -4.7981 1.4816 -2.7239  0.1017
80 H -4.0881 1.1538 -1.2031  0.0904
81 H -4.6377 -0.8927 -1.7058  0.0649
82 C 5.2995 1.4607 -1.0639  -0.0634
83 C 4.0116 2.0969 -1.5923  -0.4004
84 C 3.9891 3.5434 -1.0085  -0.2401
85 O 3.7467 3.5205 0.3625  -0.2027
86 C 3.9479 4.7430 0.9998  -0.1084
87 N 4.1311 2.1684 -3.0854  0.0449
88 H 5.3761 0.4477 -1.4853  0.0755
89 H 5.1971 1.3278 0.0052  0.0707
90 H 6.1912 2.0132 -1.3553  0.0827
91 H 3.0644 1.6041 -1.2131  0.1397
92 H 3.2399 4.2015 -1.4874  0.1116
93 H 4.9660 3.9758 -1.2712  0.1270
94 H 3.2988 5.5898 0.6244  0.1087
95 H 4.9611 5.0999 0.8662  0.0857
96 H 3.7866 4.5550 2.0326  0.0673
97 H 3.4545 2.8856 -3.3925  0.0638
98 H 3.7498 1.3119 -3.4883  0.0322
99 C -1.2606 -2.5863 3.9758  -0.0516
100 C -2.2928 -2.5667 5.0981  -0.4072
101 C -1.9774 -1.5005 6.1658  -0.2393
102 O -0.7815 -1.7797 6.8473  -0.1840
103 C -0.3319 -0.6620 7.6307  -0.0847
104 N -3.6385 -2.4606 4.4883  0.0323
105 H -1.1140 -1.5888 3.5796  0.0577
106 H -1.5416 -3.3113 3.2008  0.0594
107 H -0.2952 -2.8698 4.4259  0.0927
108 H -2.2860 -3.5176 5.6539  0.1475
109 H -2.8186 -1.4129 6.8434  0.1112
110 H -1.9680 -0.4536 5.6799  0.1366
111 H -0.3361 0.2455 7.0478  0.0608
112 H 0.6521 -0.9241 8.0004  0.0891
113 H -1.0401 -0.5047 8.4672  0.0937
114 H -3.6944 -1.5878 3.9086  0.0875
115 H -4.4505 -2.3821 5.1069  0.0893

Force components x, y, z for each atom (eV/Å):
C 0.8 1.6 1.0
C 0.2 -0.2 0.3
O -0.3 0.2 -0.9
H 0.1 0.1 -0.7
H -0.2 0.1 -0.3
H -0.9 -0.8 0.1
H 0.4 -0.4 0.0
H 0.3 -0.3 0.1
H -0.5 -0.2 0.3
C 1.7 0.0 1.2
C -0.6 -1.5 -0.4
O 0.6 0.0 -1.0
H 0.3 0.3 0.0
H -0.4 -0.1 -0.2
H -1.2 0.2 -0.2
H -0.1 0.4 0.0
H -0.3 0.3 0.0
H 0.0 0.5 0.9
C 0.5 1.1 -1.5
C 0.0 -0.1 -0.9
O -0.5 -0.7 0.6
H -1.0 -1.1 -0.1
H 0.7 0.4 1.4
H -0.2 0.3 0.3
H 0.2 -0.2 0.0
H 0.9 0.0 0.0
H -0.7 0.1 0.3
C 1.0 0.5 0.7
C 0.2 -1.4 -0.3
O 0.6 2.0 0.1
H -0.1 -0.6 -0.2
H -0.5 -0.1 0.0
H -0.1 0.3 0.1
H -0.2 -0.1 0.2
H -0.5 0.7 0.1
H -0.5 -1.2 -0.6
C 0.0 -0.2 0.3
C 0.0 -0.3 0.3
O -0.2 -1.0 0.0
H -0.2 -0.1 0.2
H 0.5 0.0 -0.6
H 0.1 0.5 -0.4
H 0.2 0.4 -0.1
H -0.2 0.6 -0.4
H -0.1 0.2 0.6
C 0.4 -1.5 -0.5
C 0.2 -0.1 -0.2
O 0.3 -0.4 0.6
H 0.4 0.8 -0.2
H -0.4 0.6 -0.1
H -0.3 0.1 1.0
H 0.2 -0.4 -0.1
H -0.7 0.5 -0.2
H 0.1 0.4 -0.2
C -0.6 -1.5 0.1
C -1.1 0.0 0.0
O 1.5 -0.4 -0.2
H 0.8 0.5 0.4
H 0.2 0.4 0.4
H 0.1 -0.3 -0.9
H -0.4 0.2 -0.2
H 0.0 0.3 -0.1
H -0.4 0.9 0.3
C 0.9 0.8 -2.2
C 0.5 -0.4 1.2
O 0.2 0.2 -0.5
H 0.2 -0.5 0.9
H -0.4 -0.5 0.3
H 0.0 0.7 0.1
H -0.8 -0.1 0.0
H -0.8 -0.2 0.5
H 0.1 -0.1 -0.2
C 0.6 1.4 -0.5
C 0.0 -0.6 -0.7
O 0.4 0.9 -0.3
H -0.2 -0.8 0.5
H -0.2 -0.2 -0.2
H -0.4 -0.5 0.6
H -0.4 0.1 -0.4
H 0.4 -0.2 0.3
H -0.3 -0.3 0.6
C -1.1 -1.3 -0.3
C 0.2 1.0 0.1
C -0.1 -0.1 -1.5
O -0.2 -0.7 0.1
C -0.2 1.2 -0.7
N -1.2 0.6 0.7
H 0.1 0.2 0.1
H 0.4 0.2 0.4
H -0.2 0.2 0.1
H 1.0 0.1 -0.5
H 0.0 -0.3 -0.1
H 0.0 0.1 0.3
H 0.2 -1.0 0.3
H 0.5 0.0 -0.1
H -0.3 0.1 0.9
H 0.5 -0.4 0.0
H 0.2 0.0 0.2
C 0.4 -0.6 0.9
C -0.4 -0.2 0.6
C -0.4 1.5 -1.2
O 0.2 0.6 -0.2
C -1.1 -1.0 0.3
N -0.1 1.6 -0.8
H -0.2 0.3 -0.4
H 0.2 0.3 0.2
H -0.3 0.0 -0.3
H 0.1 0.1 -0.3
H -0.3 -0.3 0.6
H 0.4 -1.2 0.3
H 0.3 0.4 -0.4
H 0.1 0.1 0.1
H 0.4 -0.1 -0.1
H 0.2 -1.0 0.6
H 0.7 -0.3 0.2

E_HOMO ... -9.5 eV
E ... -1973.19093 a.u.
Charge ... 0
SMILES string ... COC[C@H](C)N.COC[C@H](C)N.CCO.CCO.CCO.CCO.CCO.CCO.CCO.CCO.CCO